No. 1
{
  "formula": "C35H52MnOP4Se",
  "method": "ωB97M-V/def2-TZVPD",
  "e_tot_ev": -172981.2265,
  "spin_multiplicity": 5,
  "de_lowest_ev": 1.437,
  "lumo_ev": [-10.49, -12.36],
  "homo_lumo_gap_ev": [4.71, 2.84],
  "charge": 3,
  "species": ["Mn", "P", "P", "P", "H", "C", "C", "H", "C", "C", "C", "C", "C", "C", "C", "C", "C", "H", "H", "H", "H", "H", "H", "H", "H", "H", "H", "H", "H", "H", "H", "H", "H", "H", "H", "H", "H", "H", "H", "H", "H", "H", "H", "H", "H", "H", "C", "C", "C", "C", "C", "C", "Se", "H", "H", "H", "H", "H", "H", "O", "P", "C", "C", "C", "C", "C", "C", "C", "C", "C", "C", "C", "C", "C", "C", "C", "C", "C", "C", "H", "H", "H", "H", "H", "H", "H", "H", "H", "H", "H", "H", "H", "H", "H"],
  "xyz": [[-0.019, 0.798, -1.329], [0.334, 2.711, 0.208], [-2.357, 0.745, -1.128], [2.163, 0.087, -1.386], [-1.550, -2.961, -6.517], [-0.928, -3.561, -5.844], [-0.569, -3.366, -4.555], [-0.951, -2.584, -3.882], [0.518, 4.327, -0.658], [-1.001, 3.063, 1.407], [1.789, 2.698, 1.316], [-3.236, -0.443, -2.217], [-3.146, 0.376, 0.468], [-3.049, 2.363, -1.636], [2.652, -1.196, -2.592], [2.904, -0.530, 0.158], [3.137, 1.541, -1.941], [-0.638, -4.514, -6.307], [0.119, -4.124, -4.139], [0.734, 5.082, 0.112], [-0.388, 4.602, -1.212], [1.334, 4.281, -1.388], [-0.742, 3.993, 1.933], [-1.089, 2.244, 2.128], [-1.957, 3.188, 0.893], [1.775, 3.629, 1.901], [2.718, 2.650, 0.739], [1.746, 1.846, 2.002], [-4.260, -0.077, -2.390], [-3.269, -1.426, -1.718], [-2.707, -0.540, -3.177], [-4.125, 0.871, 0.522], [-2.519, 0.667, 1.316], [-3.281, -0.707, 0.550], [-4.133, 2.243, -1.769], [-2.589, 2.686, -2.581], [-2.855, 3.141, -0.888], [3.727, -1.071, -2.796], [2.071, -1.082, -3.518], [2.462, -2.192, -2.163], [3.999, -0.532, 0.063], [2.547, -1.550, 0.352], [2.587, 0.073, 1.014], [4.060, 1.138, -2.378], [3.384, 2.232, -1.126], [2.585, 2.108, -2.705], [0.267, 2.115, -5.508], [-0.001, 0.750, -5.360], [0.307, -0.143, -6.369], [0.867, 0.311, -7.568], [1.135, 1.678, -7.727], [0.844, 2.598, -6.706], [-0.184, 3.092, -3.955], [0.062, 1.799, -2.876], [-0.428, 0.386, -4.425], [0.079, -1.195, -6.210], [1.056, -0.419, -8.362], [1.591, 2.011, -8.661], [1.072, 3.659, -6.796], [0.036, 0.196, 2.044], [-0.079, -0.794, 3.183], [-1.578, -1.738, 3.027], [-2.649, -1.557, 3.918], [-3.864, -2.199, 3.668], [-4.049, -2.928, 2.490], [-3.019, -3.008, 1.551], [-1.767, -2.465, 1.836], [1.300, -1.933, 3.260], [1.194, -3.223, 2.724], [2.337, -4.012, 2.594], [3.583, -3.512, 2.987], [3.688, -2.227, 3.529], [2.547, -1.441, 3.689], [-0.063, 0.026, 4.776], [-0.177, -0.693, 5.976], [-0.150, -0.023, 7.201], [0.004, 1.367, 7.228], [0.127, 2.091, 6.039], [0.090, 1.417, 4.816], [-2.543, -0.917, 4.799], [-4.675, -2.119, 4.395], [-5.006, -3.403, 2.284], [-3.187, -3.494, 0.589], [-0.954, -2.582, 1.115], [0.235, -3.622, 2.409], [2.254, -5.023, 2.196], [4.477, -4.124, 2.862], [4.663, -1.841, 3.832], [2.637, -0.453, 4.148], [-0.292, -1.773, 5.958], [-0.249, -0.586, 8.129], [0.031, 1.878, 8.191], [0.253, 3.178, 6.059], [0.186, 1.964, 3.880]]
}



No. 2
{
  "formula": "C35H52P4SeSn",
  "method": "ωB97M-V/def2-TZVPD",
  "e_tot_ev": -145432.8199,
  "lumo_ev": -13.74,
  "homo_lumo_gap_ev": 4.27,
  "charge": 4,
  "species": ["Sn", "P", "P", "P", "H", "C", "C", "H", "C", "C", "C", "C", "C", "C", "C", "C", "C", "H", "H", "H", "H", "H", "H", "H", "H", "H", "H", "H", "H", "H", "H", "H", "H", "H", "H", "H", "H", "H", "H", "H", "H", "H", "H", "H", "H", "H", "C", "C", "C", "C", "C", "C", "Se", "H", "H", "H", "H", "H", "H", "C", "C", "C", "C", "C", "C", "P", "C", "C", "C", "C", "C", "C", "C", "C", "C", "C", "C", "C", "H", "H", "H", "H", "H", "H", "H", "H", "H", "H", "H", "H", "H", "H", "H"],
  "xyz": [[0.363, -0.620, -1.006], [1.518, -2.970, -0.504], [2.145, 1.413, -0.779], [-2.248, -1.129, -1.404], [-1.215, 4.416, -2.026], [-2.003, 3.733, -1.692], [-2.283, 3.579, -0.387], [-1.775, 4.172, 0.381], [2.031, -3.969, -1.942], [3.043, -2.801, 0.480], [0.503, -4.140, 0.452], [1.485, 3.114, -0.834], [3.121, 1.356, 0.762], [3.391, 1.387, -2.108], [-3.299, 0.359, -1.366], [-3.017, -2.265, -0.203], [-2.608, -1.853, -3.034], [-2.615, 3.273, -2.476], [-3.099, 2.936, -0.045], [2.293, -4.976, -1.581], [2.901, -3.518, -2.435], [1.210, -4.046, -2.668], [3.575, -3.765, 0.477], [2.812, -2.523, 1.516], [3.694, -2.035, 0.036], [0.903, -5.152, 0.292], [-0.539, -4.111, 0.107], [0.535, -3.903, 1.523], [1.995, 3.667, -1.636], [1.674, 3.619, 0.122], [0.404, 3.132, -1.024], [4.124, 1.763, 0.567], [3.223, 0.321, 1.116], [2.631, 1.949, 1.547], [3.529, 2.408, -2.490], [3.055, 0.733, -2.925], [4.344, 1.014, -1.707], [-4.052, 0.276, -2.163], [-2.722, 1.280, -1.522], [-3.811, 0.432, -0.396], [-4.076, -2.401, -0.467], [-2.957, -1.855, 0.815], [-2.517, -3.243, -0.224], [-3.654, -1.629, -3.288], [-2.461, -2.940, -3.002], [-1.944, -1.428, -3.800], [-0.027, 0.344, -4.578], [-0.398, 1.596, -4.055], [-1.106, 2.504, -4.841], [-1.439, 2.184, -6.164], [-1.060, 0.944, -6.696], [-0.353, 0.031, -5.914], [0.962, -0.949, -3.552], [-0.151, -0.268, 1.275], [-0.131, 1.841, -3.023], [-1.396, 3.465, -4.415], [-1.989, 2.901, -6.774], [-1.313, 0.687, -7.725], [-0.043, -0.932, -6.321], [-4.501, -0.982, 4.097], [-4.265, -0.156, 2.992], [-2.958, 0.126, 2.594], [-1.870, -0.445, 3.291], [-2.115, -1.225, 4.436], [-3.426, -1.504, 4.822], [-0.204, -0.090, 2.726], [0.201, 1.605, 3.147], [-0.126, 2.639, 2.245], [0.210, 3.956, 2.545], [0.837, 4.263, 3.758], [1.104, 3.251, 4.683], [0.771, 1.928, 4.393], [0.992, -1.211, 3.441], [2.311, -0.789, 3.715], [3.247, -1.693, 4.215], [2.897, -3.028, 4.430], [1.603, -3.464, 4.132], [0.655, -2.569, 3.642], [-5.525, -1.210, 4.398], [-5.103, 0.275, 2.441], [-2.771, 0.795, 1.749], [-1.280, -1.616, 5.019], [-3.605, -2.131, 5.696], [-0.650, 2.406, 1.314], [-0.023, 4.751, 1.833], [1.105, 5.297, 3.980], [1.574, 3.489, 5.638], [0.957, 1.143, 5.129], [2.593, 0.256, 3.572], [4.255, -1.345, 4.448], [3.630, -3.729, 4.834], [1.324, -4.507, 4.297], [-0.365, -2.909, 3.448]]
}



No. 3
{
  "formula": "C35H53BEuF6N3O7P2S2",
  "method": "ωB97M-V/def2-TZVPD",
  "e_tot_ev": -132518.0689,
  "spin_multiplicity": 8,
  "lumo_ev": [2.41, 2.41],
  "homo_lumo_gap_ev": [6.20, 6.32],
  "charge": -1,
  "species": ["Eu", "C", "C", "C", "C", "P", "C", "N", "B", "N", "C", "P", "C", "C", "C", "C", "C", "C", "C", "C", "C", "C", "C", "C", "C", "C", "C", "C", "C", "C", "H", "H", "H", "H", "H", "H", "H", "H", "H", "H", "H", "H", "H", "H", "H", "H", "H", "H", "H", "H", "H", "H", "H", "H", "H", "H", "H", "H", "H", "H", "H", "H", "H", "H", "H", "H", "H", "H", "H", "H", "H", "H", "H", "H", "C", "O", "C", "C", "C", "C", "C", "C", "O", "C", "O", "C", "H", "H", "H", "H", "H", "H", "H", "H", "H", "F", "C", "F", "F", "S", "O", "O", "N", "S", "O", "O", "C", "F", "F", "F"],
  "xyz": [[0.658, 0.267, -0.583], [-1.779, 3.547, 2.448], [-1.274, 2.220, 3.110], [-1.907, 2.011, 4.499], [0.185, 2.400, 3.465], [-1.236, 0.812, 1.880], [-1.138, -0.675, 3.072], [-0.838, -1.871, 2.299], [-0.069, -1.899, 0.964], [-0.032, -3.356, 0.688], [0.503, -4.041, -0.475], [1.254, -2.737, -1.656], [0.697, -3.242, -3.316], [1.109, -2.065, -4.220], [1.301, -4.588, -3.789], [-0.852, -3.178, -3.264], [3.073, -3.153, -1.347], [3.409, -4.669, -1.196], [3.901, -2.456, -2.405], [3.374, -2.528, 0.073], [-0.644, -4.087, 1.675], [-0.908, -5.461, 1.653], [-1.523, -5.966, 2.812], [-1.820, -5.163, 3.888], [-1.558, -3.802, 3.829], [-1.015, -3.206, 2.673], [-3.013, 0.724, 1.339], [-3.005, 1.703, 0.152], [-3.243, -0.669, 0.740], [-4.180, 1.128, 2.286], [-1.426, 4.423, 3.119], [-2.849, 3.666, 2.318], [-1.311, 3.596, 1.421], [-1.585, 2.808, 5.224], [-1.603, 1.042, 4.856], [-2.971, 2.151, 4.498], [0.215, 3.223, 4.188], [0.769, 2.686, 2.597], [0.596, 1.495, 3.983], [-2.097, -0.809, 3.665], [-0.356, -0.478, 3.760], [-0.312, -4.516, -1.081], [1.266, -4.761, -0.229], [2.165, -1.663, -3.978], [0.425, -1.209, -4.058], [0.928, -2.264, -5.273], [2.292, -4.472, -4.028], [0.942, -4.980, -4.775], [1.042, -5.282, -2.930], [-1.143, -2.125, -3.017], [-1.369, -3.843, -2.599], [-1.215, -3.409, -4.260], [3.103, -5.202, -2.109], [2.944, -5.146, -0.285], [4.484, -4.854, -1.133], [3.530, -2.716, -3.401], [4.965, -2.675, -2.207], [3.713, -1.361, -2.263], [2.964, -3.007, 0.949], [3.042, -1.522, 0.183], [4.479, -2.534, 0.108], [-0.484, -6.109, 0.909], [-1.823, -6.992, 2.984], [-2.283, -5.593, 4.741], [-1.904, -3.041, 4.584], [-2.157, 1.265, -0.499], [-2.904, 2.736, 0.385], [-3.955, 1.571, -0.378], [-2.352, -1.009, 0.201], [-4.139, -0.668, 0.131], [-3.501, -1.299, 1.569], [-3.996, 2.059, 2.785], [-4.409, 0.434, 3.082], [-5.123, 1.082, 1.662], [-1.217, 7.563, -0.549], [-1.802, 7.131, -1.781], [-1.640, 5.781, -2.103], [-2.287, 5.384, -3.323], [-2.126, 4.100, -3.656], [-1.350, 3.223, -2.891], [-1.496, 1.775, -3.171], [-2.794, 1.366, -3.896], [-0.774, 0.872, -2.723], [-0.715, 3.589, -1.619], [-0.097, 2.800, -0.802], [-0.921, 4.983, -1.327], [-1.477, 8.597, -0.506], [-0.149, 7.531, -0.582], [-1.632, 7.058, 0.347], [-2.993, 6.093, -3.822], [-2.647, 3.583, -4.474], [-2.754, 1.682, -4.987], [-3.674, 1.898, -3.422], [-2.925, 0.280, -3.899], [-0.585, 5.468, -0.396], [2.440, 3.340, -0.117], [3.552, 3.302, -0.803], [3.247, 3.703, -2.072], [4.469, 4.183, -0.345], [4.311, 1.626, -0.789], [3.255, 0.706, -1.251], [5.474, 1.644, -1.626], [4.676, 1.465, 0.770], [3.695, 1.101, 1.929], [2.465, 0.488, 1.451], [3.528, 2.273, 2.760], [4.560, -0.094, 3.065], [5.750, 0.370, 3.263], [3.922, -0.290, 4.199], [4.684, -1.273, 2.453]]
}